Entry 1:
A structure of composition C28H39BClCsN7O4S3Se at a distorted geometry, computed with ωB97M-V/def2-TZVPD.

Positions of all 85 atoms, in Å:
C 14.4255 15.2209 9.8381
C 12.8318 9.1817 12.8949
H 13.8707 6.8092 13.7768
H 12.5682 6.4454 10.8336
H 17.3928 12.3957 10.8732
C 16.2282 11.9607 9.0705
H 14.0039 7.4587 11.1148
B 12.2844 12.5896 11.7208
H 15.1316 11.9788 15.7202
H 10.4010 8.1100 13.4971
H 10.3323 11.3553 7.1253
N 13.2472 13.3083 10.7535
Se 5.9371 17.4688 11.7178
C 13.3192 11.7326 13.6447
N 14.0919 12.4150 10.1109
H 7.3062 10.3792 12.2905
S 9.6426 11.5794 13.5897
H 14.8154 10.3001 9.0436
H 8.1877 13.2547 6.1215
C 7.1941 11.3890 11.8345
S 13.0170 13.4438 13.6813
N 12.8252 11.3575 12.4216
C 13.7756 10.7629 14.5402
H 12.2814 6.9457 14.6092
C 12.8990 7.4540 11.1495
Cl 11.6516 13.4844 17.9921
C 8.3938 12.3896 9.9744
H 10.0130 15.1337 6.7035
C 13.2906 14.6760 10.5410
H 17.9371 13.3632 9.4546
C 8.4801 11.9077 11.2490
H 6.4356 11.4008 11.0407
S 12.1711 15.7845 11.1382
H 7.4111 12.4396 9.5261
C 16.3545 12.1420 7.5481
H 18.3364 11.6222 9.5710
O 12.2187 14.8042 17.5101
H 10.8732 14.9966 8.2825
H 12.5354 5.7384 13.2446
C 12.3397 7.7974 12.5411
N 10.7730 12.7151 9.8486
H 12.5102 8.2201 10.4447
H 6.8508 12.0552 12.6389
H 7.9192 11.9633 7.3469
C 9.7601 11.9819 11.9539
C 15.8387 10.5096 9.3995
C 9.5942 12.8149 9.2862
H 10.4725 8.7248 11.8110
N 12.6336 10.1243 11.9992
C 9.5878 13.2666 7.8116
H 16.2620 14.6690 8.9622
H 13.6380 17.1479 9.3581
H 10.3214 6.9564 12.1130
H 16.5228 9.8398 8.8743
C 10.7994 7.8934 12.4865
C 15.1588 12.9001 9.5932
H 10.5964 12.6743 5.9707
H 15.4041 16.9481 8.8619
H 11.6476 12.5815 7.4141
O 12.5352 12.8890 18.9880
Cs 9.5623 14.7588 15.0956
H 14.8872 17.2200 10.5891
H 15.3786 12.0387 7.0618
C 15.3477 14.3030 9.4386
C 6.6694 16.7157 13.1355
N 10.8093 12.5012 11.2367
C 10.6295 12.4248 7.0289
C 8.1942 13.0445 7.2075
H 14.9778 10.2875 16.2850
H 7.4064 13.6720 7.6873
C 9.9317 14.7774 7.7468
H 15.8609 10.3011 10.4872
H 9.1330 15.3540 8.2481
H 16.7641 13.1323 7.2836
O 11.6289 12.5205 16.8027
H 13.6295 11.4799 16.5486
C 13.4468 9.4757 14.1674
C 17.5503 12.3823 9.7771
N 7.2093 16.2286 14.0861
H 17.0551 11.3727 7.1607
C 14.6267 16.7052 9.6193
H 13.6679 8.6470 14.8652
C 12.7785 6.7564 13.6360
C 14.4189 11.1426 15.8676
O 10.2427 13.6683 18.4935

Values from the calculation:
HOMO-LUMO gap ... 0.2090 Ha
Lowest unoccupied orbital energy ... 1.3 eV
Spin multiplicity ... 1
Charge ... -1
ΔE to the lowest compared entry with this formula, charge and spin ... 0.0 kcal/mol
HOMO ... -4.4 eV

Entry 2:
A cluster of 2 separate species, C5H15NO in total at a distorted geometry, computed with ωB97M-V/def2-TZVPD.

Positions of all 22 atoms, in Å:
H -1.0281 1.3622 -0.7504
H 0.1079 -2.5971 -1.4108
H 0.3053 1.1257 -1.8072
H 1.1154 -1.4075 -2.2121
C 1.2562 0.8755 3.3766
H 0.4317 2.2612 2.0204
H -1.0435 -0.6068 -3.4507
H -1.9168 -1.8904 -2.6124
H 2.2691 1.2724 3.3020
H 0.7637 1.4136 4.1924
C -1.6113 -0.8460 -2.5478
H 1.0552 -1.4956 -0.4323
H 0.4604 0.7276 0.0792
N -0.3297 0.7450 -1.1261
O 1.0468 0.6075 0.9737
C 0.4674 -1.5670 -1.3466
H 1.3109 -0.1792 3.6462
C -0.7391 -0.6455 -1.3143
H -0.5752 0.8231 2.2545
C 0.4655 1.1604 2.1146
H -1.3156 -0.9303 -0.4294
H -2.4961 -0.2088 -2.5193

Values from the calculation:
HOMO-LUMO gap ... 0.3592 Ha
Lowest unoccupied orbital energy ... 0.9 eV
Spin multiplicity ... 1
SMILES ... CC(C)N.CCO
ΔE to the lowest compared entry with this formula, charge and spin ... 21.4 kcal/mol
HOMO ... -8.9 eV

Entry 3:
A structure of composition C41H28Cl2F5NO6PdSb at a distorted geometry, computed with ωB97M-V/def2-TZVPD.

Positions of all 85 atoms, in Å:
H 4.2211 -0.9528 1.0486
C 0.7969 -4.0279 -2.0926
Pd -0.9803 -1.5871 -0.9091
C -2.6882 -2.4934 -1.1666
C 2.7111 2.7648 0.4468
Cl -4.4601 1.6604 -0.0755
C 0.4522 -1.8392 1.6327
C 6.0354 -1.4780 0.0450
H -0.5944 -3.0498 8.0887
C -5.5452 1.1919 -2.4557
C -1.0882 4.4746 1.6569
F -2.1990 -3.4763 -1.9741
H -0.7682 -3.5010 3.3504
H 0.3425 -5.9072 -3.0718
C 0.8295 -0.4992 3.6897
H 6.3017 -2.5898 -3.1533
H 2.7740 -3.7203 0.6810
H 2.8931 -6.1896 0.3525
H -2.0872 -2.1737 7.6386
Cl -4.4357 5.1443 -4.2566
C 2.0246 0.8684 -0.8166
C -1.0822 -2.4470 7.3311
C 2.5821 3.5262 -0.7005
O -0.3082 -1.2503 7.0890
C -4.8672 3.6228 -3.5454
H 1.0260 0.6194 5.5509
O -0.9923 0.2847 -2.2511
H -3.8121 6.0303 0.3908
H 3.8344 -2.3166 -3.0332
C 2.2001 2.9898 -1.9124
H -0.0788 2.8235 0.7369
C 0.6552 -0.2741 5.0625
H 2.5289 0.7979 1.2759
O -1.1300 -3.1691 6.0896
C 1.4945 -3.4705 -1.0397
H -4.0240 5.2650 -1.8435
C 2.3124 -5.5655 -0.3164
H 1.3374 0.2408 3.0842
C 2.4283 1.4076 0.3897
H -6.5459 0.8040 -4.3073
H -0.4044 4.5208 2.4970
C -0.0154 -1.2413 5.7630
H -0.4956 2.8724 -2.0461
C -4.4265 3.3337 -2.2361
C -1.4099 2.5182 -1.5697
H 3.0276 3.2343 1.3698
C 4.4428 -2.0671 -2.1653
O -1.0970 0.6647 -0.0462
C 6.5839 -1.9273 -1.1415
C -2.9875 5.3320 0.4836
C 0.8647 -5.4081 -2.2631
C -1.1505 1.0577 -1.2259
F -3.3351 -1.6413 -1.9512
C 4.6598 -1.3038 0.1207
Sb 1.7636 -1.2687 -0.9733
F 1.7318 -7.4568 -1.5583
H -5.8179 0.2451 -2.0059
C 3.8565 -1.5956 -0.9837
H -3.3675 -2.9739 -0.4655
C -5.9513 1.5081 -3.7373
H 0.2089 -3.4307 -2.7699
C -1.7519 3.4327 -0.4266
C 1.9146 1.6293 -1.9719
C -0.5097 -2.3808 5.1606
H 1.6087 1.1898 -2.9135
H -2.1690 2.5226 -2.3453
F 2.8413 4.8331 -0.6312
C -0.3706 -2.6133 3.8278
H 6.6837 -1.2642 0.8873
C 2.2498 -4.1914 -0.1417
N -3.7525 4.3417 -1.5476
F 7.9095 -2.0791 -1.2145
O -0.3809 -2.5156 1.0174
C -4.8021 2.0898 -1.7072
C 0.3248 -1.6373 3.0863
C -2.8393 4.3219 -0.4833
H -2.2657 6.1648 2.3101
C -0.9065 3.5199 0.6721
C 5.8217 -2.2306 -2.2500
H -5.9300 3.0110 -5.2843
C -5.6162 2.7375 -4.2853
C -2.1289 5.4009 1.5535
H 2.1370 3.6220 -2.7893
O 1.5250 -1.2770 1.0520
C 1.6325 -6.1387 -1.3803

Values from the calculation:
HOMO-LUMO gap ... 0.1264 Ha
Lowest unoccupied orbital energy ... -6.0 eV
Spin multiplicity ... 1
Charge ... +1
ΔE to the lowest compared entry with this formula, charge and spin ... 83.9 kcal/mol
HOMO ... -9.5 eV

Entry 4:
A structure of composition CH8N5O at a distorted geometry, computed with ωB97M-V/def2-TZVPD.

Positions of all 15 atoms, in Å:
H 1.9995 0.7696 1.3630
H 0.3710 -0.6664 -1.4053
O 0.9058 1.0348 -0.1610
H 2.7779 1.7343 0.0117
N -2.7865 0.5295 0.2314
H 2.1346 -1.3810 -0.5509
N 2.1405 0.9080 0.3765
H -1.6513 -0.0549 -1.4095
H -3.5457 1.0016 -0.1165
H -2.6285 0.6593 1.2176
H 1.2503 -1.6211 0.9410
N 0.3430 -0.6939 -0.4194
C -1.7506 0.0271 -0.3356
N 1.2528 -1.6143 -0.0360
N -0.8128 -0.6327 0.2930

Values from the calculation:
HOMO-LUMO gap (spin up / spin down) ... 0.3171 / 0.3173 Ha
Lowest unoccupied orbital energy (spin up / spin down) ... -4.7 / -4.7 eV
Spin multiplicity ... 1
Charge ... +1
ΔE to the lowest compared entry with this formula, charge and spin ... 77.7 kcal/mol
HOMO (spin up / spin down) ... -13.3 / -13.3 eV